C21H16AsF6N4OOs | ωB97M-V/def2-TZVPD

Summary:
**Relative energy (zero: lowest compared OMol25 entry of this formula, charge and spin)**: 0.0 kcal per mole
**2S+1**: 6
**Total charge**: +2
**HOMO (spin up / spin down)**: -13.5 / -15.3 eV
**Expectation value of S²**: 8.833

Geometry as XYZ:
```
50
C21H16AsF6N4OOs ωB97M-V/def2-TZVPD
Os 0.49 0.42 -0.21
As -1.63 3.05 -0.32
F -1.34 3.24 -2.07
F -1.65 1.13 -0.47
F -1.46 4.80 -0.11
F -3.34 2.84 -0.67
F 0.21 2.81 -0.11
F -1.76 2.92 1.44
O 0.33 0.67 -2.20
N 1.71 0.57 2.51
N 0.52 -1.59 -0.47
N -0.06 -3.45 -1.52
N 0.57 0.53 1.79
C -2.74 0.53 4.36
C -2.14 0.04 -4.66
C -0.61 -0.02 -2.80
C 3.37 0.40 -0.73
C -1.11 -1.32 -2.37
C 4.68 0.20 -0.32
C -1.66 1.37 4.59
C -2.71 -0.34 3.30
C -0.35 -2.13 -1.42
C -0.51 1.35 3.82
C -2.14 -1.84 -3.15
C -1.61 -0.31 2.43
C 1.01 -3.77 -0.69
C -1.08 0.59 -3.99
C -0.53 0.54 2.66
C 2.72 0.38 1.61
C 1.35 -2.63 -0.08
C 2.31 0.37 0.18
C 4.02 0.16 1.99
C 5.02 0.03 1.02
C -2.58 -1.28 -4.30
H -2.63 -2.69 -2.80
H 6.03 -0.22 1.27
H -1.63 2.01 5.52
H -0.56 -4.04 -2.24
H 4.10 0.07 3.10
H 3.12 0.52 -1.81
H 0.39 2.03 3.99
H -3.63 0.65 4.91
H 5.55 0.25 -0.99
H -0.53 1.47 -4.33
H 2.20 -2.38 0.57
H -3.40 -1.73 -4.86
H -3.48 -1.03 3.06
H -2.64 0.59 -5.42
H 1.38 -4.80 -0.56
H -1.58 -0.98 1.56
```

C15H16BrF3N3OV | ωB97M-V/def2-TZVPD

Summary:
**2S+1**: 3
**Total charge**: +2
**HOMO (spin up / spin down)**: -16.1 / -16.1 eV
**Expectation value of S²**: 2.027

Geometry as XYZ:
```
40
C15H16BrF3N3OV ωB97M-V/def2-TZVPD
Br 0.81 -3.22 -0.24
V -0.27 -0.74 -0.66
F -1.60 -0.56 -3.27
F -1.07 -2.60 -2.85
F 0.52 -1.06 -2.93
O -0.84 1.10 -0.96
N 1.73 -0.70 -0.33
N -1.38 -0.81 1.03
N -3.06 1.27 -0.81
C -2.74 -0.48 3.41
C -3.38 -0.25 2.19
C 3.52 -2.24 0.04
C 4.40 -1.17 0.05
C -1.41 -0.85 3.42
C -1.79 3.20 -1.58
C 2.20 -1.94 -0.15
C 4.91 1.31 -0.16
C -0.76 -1.02 2.21
C -2.67 -0.39 1.02
C -1.89 1.79 -1.11
C 2.61 0.33 -0.32
C -3.27 -0.10 -0.34
C 3.96 0.14 -0.13
C -0.80 -1.34 -2.53
H -0.95 3.28 -2.27
H 4.54 2.12 0.48
H 5.90 1.03 0.20
H -0.88 -1.03 4.34
H 5.01 1.70 -1.17
H -4.42 0.05 2.16
H -1.60 3.84 -0.72
H 5.46 -1.36 0.19
H -2.89 -0.79 -1.10
H -2.70 3.53 -2.07
H 0.28 -1.33 2.17
H -3.88 1.84 -0.98
H 3.85 -3.26 0.17
H 2.18 1.32 -0.47
H -3.29 -0.37 4.34
H -4.34 -0.26 -0.30
```

Number 1: energy -4029.070415 Ha. Number 2: energy -4637.846369 Ha.